Record 1
{"formula": "C25H51Cl34O4S", "method": "wB97M-V/def2-TZVPD", "charge": -1, "orbital_gap_ev": 6.7, "largest_force_ev_per_a": 4.415, "e_tot_ha": -17328.80854, "elements": ["C", "O", "C", "C", "C", "C", "C", "C", "C", "S", "O", "O", "O", "H", "H", "H", "H", "H", "H", "H", "H", "H", "H", "H", "H", "H", "H", "H", "H", "H", "C", "Cl", "Cl", "H", "H", "C", "Cl", "Cl", "H", "H", "C", "Cl", "Cl", "H", "H", "C", "Cl", "Cl", "H", "H", "C", "Cl", "Cl", "H", "H", "C", "Cl", "Cl", "H", "H", "C", "Cl", "Cl", "H", "H", "C", "Cl", "Cl", "H", "H", "C", "Cl", "Cl", "H", "H", "C", "Cl", "Cl", "H", "H", "C", "Cl", "Cl", "H", "H", "C", "Cl", "Cl", "H", "H", "C", "Cl", "Cl", "H", "H", "C", "Cl", "Cl", "H", "H", "C", "Cl", "Cl", "H", "H", "C", "Cl", "Cl", "H", "H", "C", "Cl", "Cl", "H", "H"], "xyz": [[-2.348125, 1.596319, -0.731490], [-1.158611, 1.828732, -1.499412], [-0.933947, 0.815267, -2.505481], [0.181739, -0.224198, -2.146400], [-0.222828, -1.349415, -1.121741], [-0.410459, -0.869874, 0.363285], [0.021996, -2.053048, 1.331558], [1.239444, -1.688640, 2.260575], [0.763639, -0.977958, 3.574179], [0.196405, -2.131209, 4.874189], [0.179787, -3.530117, 4.407794], [1.113605, -2.009364, 6.047593], [-1.228896, -1.691128, 5.231312], [-2.711147, 0.546970, -0.819472], [-3.191204, 2.289955, -0.965344], [-2.073105, 1.772419, 0.349410], [-1.891765, 0.337414, -2.803548], [-0.567010, 1.377140, -3.409588], [0.429867, -0.752805, -3.107245], [1.095235, 0.346772, -1.869051], [0.546753, -2.154975, -1.168461], [-1.217232, -1.777130, -1.450704], [0.132310, 0.062936, 0.623503], [-1.494877, -0.715159, 0.560731], [-0.817119, -2.322506, 2.022131], [0.295162, -2.973384, 0.768023], [1.965838, -1.044049, 1.709045], [1.733422, -2.645147, 2.569468], [-0.101689, -0.329437, 3.304017], [1.558493, -0.339810, 4.012506], [4.580114, 0.942592, -0.959242], [4.491573, 0.349167, -2.622613], [3.074106, 0.622505, -0.103552], [5.393147, 0.438108, -0.443955], [4.759657, 2.014079, -0.975224], [-0.068141, 3.727810, 1.545363], [-1.579141, 2.954177, 2.044982], [1.182918, 2.538869, 1.181080], [-0.261347, 4.320512, 0.656948], [0.284008, 4.368502, 2.348898], [4.229904, -2.681344, -5.395405], [4.044902, -3.107668, -3.689659], [3.863269, -0.972059, -5.627529], [5.253081, -2.874084, -5.704620], [3.545730, -3.276227, -5.994296], [0.076477, -1.063074, -7.534422], [0.418572, -0.354582, -5.953757], [1.286883, -2.274767, -7.980996], [-0.898946, -1.538966, -7.501730], [0.078569, -0.274613, -8.281012], [-3.792724, -3.769531, -0.302819], [-4.532781, -4.302256, -1.819056], [-3.380366, -2.054005, -0.354622], [-4.493512, -3.937636, 0.508954], [-2.886208, -4.343197, -0.133365], [1.475378, 0.878947, 7.225236], [0.796897, 1.597214, 8.692870], [1.405372, 1.989676, 5.851917], [2.512877, 0.619246, 7.414367], [0.909189, -0.017142, 6.973605], [-7.202743, -6.810074, -0.998330], [-6.530655, -5.680352, 0.178438], [-8.795936, -7.393805, -0.499476], [-7.297522, -6.304194, -1.954827], [-6.531735, -7.658335, -1.093135], [-5.068580, 1.855844, -3.702793], [-5.762034, 3.133017, -2.696845], [-4.427915, 0.537119, -2.716740], [-5.842255, 1.463689, -4.356218], [-4.261185, 2.275834, -4.296044], [-8.076114, 6.575855, -3.343026], [-7.791705, 5.774266, -1.795164], [-7.267504, 5.726498, -4.665673], [-9.144063, 6.595018, -3.537938], [-7.691794, 7.589942, -3.289312], [1.582606, 4.259342, -2.397993], [1.939130, 4.925662, -0.796892], [2.795391, 3.068527, -2.889507], [0.608219, 3.775945, -2.366999], [1.572678, 5.069244, -3.121324], [2.636775, -2.074397, 9.436749], [3.367819, -0.597025, 10.089829], [1.676227, -2.911011, 10.663551], [1.990889, -1.811966, 8.601214], [3.427115, -2.736478, 9.098058], [3.612520, -4.635282, -0.180637], [3.391882, -4.980823, 1.536439], [3.289463, -2.931820, -0.527915], [4.636832, -4.866144, -0.460585], [2.925017, -5.248263, -0.756406], [8.539507, -2.205016, -5.774551], [7.422087, -1.110643, -4.954266], [7.844887, -2.826565, -7.278322], [9.453431, -1.666338, -6.005515], [8.758583, -3.040680, -5.116108], [3.394156, -6.570787, 5.363859], [5.026324, -6.219167, 4.772882], [2.162720, -5.813882, 4.354155], [3.243941, -7.646366, 5.356575], [3.298769, -6.190649, 6.376632], [-7.796333, 6.906284, 2.166877], [-6.182379, 7.369759, 1.617029], [-9.053568, 7.802459, 1.303138], [-7.936922, 5.844284, 1.988797], [-7.880685, 7.117420, 3.228445], [-3.740816, 10.540736, 1.627380], [-3.330435, 8.964135, 0.945695], [-2.421031, 11.699034, 1.418942], [-4.624686, 10.921030, 1.124294], [-3.940625, 10.422877, 2.688082], [7.315230, -2.001884, -1.256705], [7.615574, -1.281640, 0.329087], [8.538587, -3.220774, -1.656460], [6.336435, -2.474573, -1.248832], [7.341287, -1.219710, -2.009338]], "forces_ev_per_a": [[0.2504, -0.0401, 1.6078], [-0.7040, -0.8686, -0.3918], [0.8781, 0.3027, -0.6094], [-0.6548, -0.2720, -0.3790], [-0.2077, 1.0728, -0.2049], [-0.0716, -1.5120, 0.2961], [0.2178, 0.4761, 0.7801], [-0.3244, -0.5550, 0.4119], [0.1735, 0.3318, -1.0555], [-3.3267, -0.9469, 2.7436], [0.4314, 1.1725, -0.7794], [-0.2592, 0.6756, -1.2036], [3.1900, -0.2518, -1.0583], [0.3631, 0.8182, -0.0180], [0.7055, -0.3813, -0.2059], [-0.4976, -0.5360, -1.7322], [0.6786, 0.1427, 0.3284], [-0.2950, -0.4327, 0.6435], [-0.1886, 0.4880, 0.6551], [-0.6111, -0.4789, 0.0754], [-0.5430, 0.5934, 0.0465], [1.3467, 0.2643, 0.1217], [-0.2585, -0.5580, -0.3563], [0.9246, 0.3225, -0.2025], [0.5860, 0.0765, -0.6131], [-0.3009, 0.6205, 0.1596], [-0.4614, -0.5236, 0.4780], [-0.1657, 0.8406, -0.3690], [0.5152, -0.4002, 0.5315], [-0.4902, -0.5029, -0.1694], [0.1492, 0.1039, 0.1934], [0.2595, -0.1307, -0.0439], [0.3615, -0.2057, -0.0070], [-0.1085, -0.0741, -0.0592], [-0.1418, -0.0471, -0.0707], [0.0211, 0.0545, 0.0365], [0.1973, 0.5688, 0.9370], [-0.2728, 0.1337, 0.3419], [-0.0140, -0.1595, -0.0081], [-0.0723, -0.1322, 0.0374], [0.0541, -0.1300, -0.0515], [0.0427, -0.1692, -0.1152], [0.1021, 0.0455, -0.2359], [-0.0264, 0.1256, 0.0928], [-0.0928, 0.1103, 0.1216], [-0.1319, 0.1339, 0.0474], [-0.1724, 0.0347, -0.0765], [-0.0401, -0.0583, -0.1175], [0.1192, -0.0592, 0.0694], [0.1281, -0.0561, 0.0560], [0.0755, -0.0239, 0.1398], [0.2835, 0.1044, -0.3504], [-0.5295, -0.2293, 0.1590], [-0.0134, 0.0820, -0.1031], [-0.0121, 0.0938, -0.1028], [-0.0775, -0.4241, -0.0275], [-0.0348, 0.1064, 0.0972], [0.0584, 0.1054, -0.0696], [-0.0455, 0.1479, 0.0014], [0.0166, 0.0755, -0.0662], [0.1606, 0.0370, -0.1276], [-0.3366, -0.2654, 0.3370], [-0.0266, -0.0580, -0.0795], [-0.0543, 0.0469, 0.1155], [-0.0678, 0.0353, 0.1187], [0.0333, -0.0562, -0.0994], [0.0201, -0.0196, -0.0765], [-0.5842, -0.2123, -0.5027], [-0.0155, 0.0193, 0.1358], [0.0098, 0.0014, 0.1479], [-0.0669, 0.0991, 0.0156], [-0.0705, 0.0937, 0.0666], [-0.0739, 0.1337, -0.1242], [0.0763, -0.1227, 0.0128], [0.0885, -0.1189, 0.0199], [-0.2127, 0.0037, -0.0944], [0.1403, 0.3675, -0.3666], [-0.1891, 0.1156, -0.0701], [0.1198, -0.1125, 0.1560], [0.1273, -0.0222, 0.0918], [-0.1036, 0.0025, -0.2880], [0.1036, -0.0394, -0.0383], [0.0074, -0.0575, -0.0100], [-0.0291, -0.0240, 0.0718], [-0.0203, 0.0558, 0.1194], [0.0488, -0.1690, 0.1182], [0.0560, -0.0876, -0.2417], [0.0859, 0.0999, -0.0413], [-0.0346, 0.0963, 0.0517], [-0.0397, 0.1117, 0.0615], [0.1823, -0.0227, 0.1712], [0.0422, 0.0204, 0.0572], [0.0396, -0.0527, -0.0312], [-0.1282, 0.0263, -0.0682], [-0.1332, 0.0322, -0.0371], [-0.3679, -0.0720, -0.0467], [0.1817, -0.0612, 0.0590], [0.0144, -0.0660, 0.3671], [0.1064, 0.0550, -0.0740], [0.0581, 0.1050, -0.1119], [0.0644, -0.1473, 0.0678], [-0.0678, -0.0321, 0.0964], [-0.0980, -0.0053, 0.0559], [0.0108, 0.0950, -0.1036], [0.0106, 0.0924, -0.1004], [-0.1583, -0.0256, 0.0625], [0.0378, 0.0141, -0.0158], [-0.0426, 0.0740, 0.0376], [0.1174, -0.0317, -0.0593], [0.1237, -0.0322, -0.0614], [-0.2114, 0.0718, -0.0949], [-0.0539, 0.0305, -0.0130], [-0.0349, -0.0048, -0.1059], [0.0817, -0.0168, 0.0607], [0.0894, -0.0658, 0.0514]], "mulliken_charge": [0.982, -0.240, -0.027, 0.435, -0.465, 1.025, -1.168, 0.251, -0.730, 1.072, -0.600, -0.676, -0.799, -0.511, 0.127, -0.627, -0.031, 0.197, 0.180, -0.421, 0.332, -0.011, -0.542, 0.096, 0.402, 0.382, -0.131, 0.042, 0.276, 0.302, -0.647, -0.018, 0.128, 0.068, 0.408, -0.458, -0.215, -0.008, 0.257, 0.402, -0.112, -0.036, -0.127, -0.014, 0.254, -0.373, -0.040, -0.158, 0.277, 0.293, -0.340, -0.188, -0.117, 0.307, 0.254, 0.089, -0.193, -0.162, 0.236, 0.017, -0.258, -0.119, -0.168, 0.261, 0.290, -0.440, -0.097, -0.030, 0.345, 0.249, -0.258, -0.119, -0.149, 0.264, 0.263, 0.047, -0.175, -0.115, -0.128, 0.384, 0.227, -0.176, -0.184, -0.106, 0.258, -0.592, -0.050, -0.005, 0.367, 0.291, -0.313, -0.044, -0.168, 0.340, 0.204, -0.274, -0.183, -0.043, 0.269, 0.247, -0.373, -0.066, -0.159, 0.282, 0.320, -0.276, -0.127, -0.168, 0.280, 0.288, 0.322, -0.182, -0.200, -0.028, 0.070]}

***

Record 2
{"formula": "C4H9NO3", "method": "wB97M-V/def2-TZVPD", "relative_energy_kcal_mol": 20.49, "smiles": "CCC(=O)NC=O.O", "orbital_gap_ev": 11.1, "largest_force_ev_per_a": 1.437, "e_tot_ha": -438.29641, "elements": ["C", "C", "C", "O", "N", "C", "O", "H", "H", "H", "H", "H", "H", "H", "O", "H", "H"], "xyz": [[-0.719341, 1.217954, 1.849407], [0.176306, 0.108133, 1.322462], [0.387295, 0.021249, -0.164315], [0.376015, -1.047670, -0.733221], [0.562721, 1.157908, -0.972948], [0.260933, 2.497908, -0.833949], [0.289202, 3.229154, -1.794777], [-0.204737, 2.014309, 2.382004], [-1.437779, 1.624697, 1.148123], [-1.382957, 0.804156, 2.619501], [1.128067, 0.094190, 1.855210], [-0.248035, -0.858768, 1.578440], [0.629722, 0.874020, -1.944410], [0.019798, 2.902056, 0.143161], [-0.124019, -5.025784, -2.491721], [-0.104470, -4.124263, -2.147222], [0.391287, -5.489241, -1.815743]], "forces_ev_per_a": [[-0.8623, -0.1415, 1.1404], [-0.0425, -0.1127, 0.2167], [-0.2280, 0.0800, -0.3599], [0.2313, -0.0179, 0.1193], [-0.2617, -0.4352, 0.2452], [0.3108, 0.4755, -0.6081], [-0.0636, -0.0993, 0.0640], [0.2116, 0.2025, -0.3986], [0.1817, 0.1360, -0.4017], [0.2324, -0.1243, -0.0337], [0.2257, 0.2541, -0.2654], [-0.1447, -0.0717, -0.1401], [0.1512, 0.1349, -0.0435], [0.0512, -0.3284, 0.4496], [0.3158, 0.0890, 0.5702], [-0.1545, 0.1010, -0.2443], [-0.1543, -0.1421, -0.3100]], "mulliken_charge": [-1.341, -0.172, 0.399, -0.591, -0.135, 0.018, -0.526, 0.333, 0.422, 0.330, 0.322, 0.269, 0.261, 0.409, -0.642, 0.330, 0.315]}

***

Repeat the second record exactly.
{"formula": "C4H9NO3", "method": "wB97M-V/def2-TZVPD", "relative_energy_kcal_mol": 20.49, "smiles": "CCC(=O)NC=O.O", "orbital_gap_ev": 11.1, "largest_force_ev_per_a": 1.437, "e_tot_ha": -438.29641, "elements": ["C", "C", "C", "O", "N", "C", "O", "H", "H", "H", "H", "H", "H", "H", "O", "H", "H"], "xyz": [[-0.719341, 1.217954, 1.849407], [0.176306, 0.108133, 1.322462], [0.387295, 0.021249, -0.164315], [0.376015, -1.047670, -0.733221], [0.562721, 1.157908, -0.972948], [0.260933, 2.497908, -0.833949], [0.289202, 3.229154, -1.794777], [-0.204737, 2.014309, 2.382004], [-1.437779, 1.624697, 1.148123], [-1.382957, 0.804156, 2.619501], [1.128067, 0.094190, 1.855210], [-0.248035, -0.858768, 1.578440], [0.629722, 0.874020, -1.944410], [0.019798, 2.902056, 0.143161], [-0.124019, -5.025784, -2.491721], [-0.104470, -4.124263, -2.147222], [0.391287, -5.489241, -1.815743]], "forces_ev_per_a": [[-0.8623, -0.1415, 1.1404], [-0.0425, -0.1127, 0.2167], [-0.2280, 0.0800, -0.3599], [0.2313, -0.0179, 0.1193], [-0.2617, -0.4352, 0.2452], [0.3108, 0.4755, -0.6081], [-0.0636, -0.0993, 0.0640], [0.2116, 0.2025, -0.3986], [0.1817, 0.1360, -0.4017], [0.2324, -0.1243, -0.0337], [0.2257, 0.2541, -0.2654], [-0.1447, -0.0717, -0.1401], [0.1512, 0.1349, -0.0435], [0.0512, -0.3284, 0.4496], [0.3158, 0.0890, 0.5702], [-0.1545, 0.1010, -0.2443], [-0.1543, -0.1421, -0.3100]], "mulliken_charge": [-1.341, -0.172, 0.399, -0.591, -0.135, 0.018, -0.526, 0.333, 0.422, 0.330, 0.322, 0.269, 0.261, 0.409, -0.642, 0.330, 0.315]}